Entry 1:
{"formula": "C15H29N3NaO4S", "method": "wB97M-V/def2-TZVPD", "species": ["Na", "C", "O", "C", "C", "O", "C", "C", "O", "C", "H", "H", "H", "H", "H", "H", "H", "H", "H", "H", "H", "H", "H", "H", "S", "C", "C", "N", "C", "H", "H", "H", "C", "N", "C", "C", "C", "N", "C", "C", "O", "H", "H", "H", "H", "H", "H", "H", "H", "H", "H", "H", "H"], "coordinates": [[-0.47504, -0.50110, 0.93269], [-2.87022, -0.62954, -1.45501], [-2.44214, -0.02470, -0.24214], [-2.53757, 1.39018, -0.22627], [-1.26765, 2.04551, -0.71517], [-0.19576, 1.64869, 0.13338], [1.08867, 1.91618, -0.41128], [2.12657, 1.22155, 0.42373], [1.84429, -0.16786, 0.43376], [2.99980, -0.97951, 0.57125], [-3.92830, -0.42334, -1.63142], [-2.72567, -1.70060, -1.33680], [-2.28340, -0.27854, -2.30840], [-2.73833, 1.67501, 0.80852], [-3.38511, 1.73286, -0.82792], [-1.38033, 3.13557, -0.68743], [-1.04305, 1.75652, -1.74837], [1.27411, 2.99603, -0.43672], [1.12935, 1.54083, -1.44027], [2.14984, 1.59985, 1.45336], [3.10978, 1.41384, -0.02023], [3.65222, -0.86534, -0.29834], [2.65802, -2.00958, 0.63962], [3.55626, -0.71737, 1.47546], [-0.22512, -5.25098, 1.23327], [-0.05183, -4.99624, -0.44204], [-0.13211, -3.66777, -0.70998], [-0.33981, -2.85585, 0.37576], [-0.40296, -3.58270, 1.46348], [0.10136, -5.80162, -1.13915], [-0.05481, -3.23234, -1.69494], [-0.56715, -3.15046, 2.44055], [2.00275, -1.59596, 4.16220], [1.50789, -0.26648, 4.45143], [2.34074, 0.55349, 5.32161], [1.50552, 1.60567, 6.01266], [0.72032, 2.37053, 4.97257], [-0.04064, 1.44996, 4.13802], [-1.23805, 1.97552, 3.51694], [0.36047, 0.17778, 3.86806], [-0.30569, -0.55950, 3.12011], [2.91756, -1.55727, 3.56472], [1.25167, -2.15847, 3.61956], [2.23053, -2.11324, 5.09579], [3.15001, 1.01820, 4.74398], [2.81489, -0.11320, 6.04326], [2.14372, 2.28555, 6.57638], [0.81894, 1.13065, 6.71585], [1.38389, 2.98611, 4.35240], [0.00801, 3.05031, 5.44202], [-0.99757, 2.66542, 2.70283], [-1.83275, 2.50523, 4.26264], [-1.83852, 1.16008, 3.12538]], "mulliken_charge": [1.146, -0.844, -0.234, -0.647, -0.578, -0.050, -0.732, -0.569, -0.053, -0.984, 0.312, 0.234, 0.335, 0.198, 0.505, 0.350, 0.403, 0.330, 0.424, 0.158, 0.570, 0.337, 0.233, 0.338, -0.137, -0.164, -0.940, 0.144, -0.316, 0.432, 0.441, 0.388, -0.890, 0.239, -0.597, -0.759, -0.551, 0.243, -1.110, 0.580, -0.891, 0.266, 0.071, 0.391, 0.278, 0.374, 0.365, 0.296, 0.288, 0.352, 0.272, 0.474, 0.275], "lumo_ev": -1.95, "gap_ev": 9.69, "de_lowest_kj_mol": 0.0, "charge": 1, "spin_multiplicity": 1}



Entry 2:
{"formula": "C22H29N3O5S", "method": "wB97M-V/def2-TZVPD", "species": ["C", "C", "C", "N", "C", "O", "C", "C", "C", "N", "S", "O", "O", "C", "C", "C", "N", "O", "C", "C", "C", "C", "C", "C", "C", "O", "C", "C", "C", "C", "C", "H", "H", "H", "H", "H", "H", "H", "H", "H", "H", "H", "H", "H", "H", "H", "H", "H", "H", "H", "H", "H", "H", "H", "H", "H", "H", "H", "H", "H"], "coordinates": [[3.12507, 4.66039, -0.15350], [4.55444, 4.55755, -0.67095], [5.25067, 3.28659, -0.18288], [4.59764, 2.09181, -0.66705], [4.03716, 1.17535, 0.15303], [4.11568, 1.24281, 1.36034], [3.34080, 0.03552, -0.59834], [2.10981, 0.53517, -1.36681], [1.00373, 0.94217, -0.39922], [0.64403, -0.20208, 0.41073], [-0.75966, 0.01101, 1.29448], [-1.72640, 0.67345, 0.46892], [-0.48162, 0.59782, 2.57688], [-1.24149, -1.66672, 1.58694], [-1.89465, -2.14548, 2.75955], [-2.42061, -1.33948, 3.88201], [-1.99182, -3.44665, 2.71635], [-1.42072, -3.86645, 1.55957], [-0.97763, -2.80737, 0.85969], [-0.27650, -3.06923, -0.37836], [-0.42977, -2.41781, -1.53823], [-1.42110, -1.40922, -1.85637], [-1.13954, -0.44130, -2.82549], [-2.04399, 0.54949, -3.12161], [-3.28397, 0.59088, -2.47894], [-4.09646, 1.61910, -2.82273], [-5.30370, 1.78558, -2.11588], [-3.60764, -0.41628, -1.57443], [-2.68358, -1.39232, -1.26763], [1.74969, -0.64195, 1.24031], [2.91503, -1.08180, 0.35885], [3.11395, 4.63267, 0.93318], [2.66697, 5.59027, -0.48134], [2.52071, 3.83365, -0.52041], [4.55377, 4.57295, -1.76432], [5.13244, 5.41657, -0.32689], [5.22129, 3.23094, 0.90737], [6.29682, 3.28595, -0.51011], [4.51022, 1.99141, -1.66563], [4.06836, -0.36831, -1.31347], [2.35728, 1.38220, -2.00934], [1.73910, -0.27777, -1.99226], [0.10259, 1.24964, -0.93206], [1.34461, 1.77303, 0.23686], [-3.33136, -0.83051, 3.56932], [-1.69231, -0.57801, 4.15087], [-2.64105, -1.98454, 4.72741], [0.42040, -3.89481, -0.31399], [0.23953, -2.67966, -2.34950], [-0.18544, -0.45635, -3.33267], [-1.81694, 1.31698, -3.84517], [-5.73493, 2.71529, -2.48414], [-5.12366, 1.86646, -1.04015], [-6.00018, 0.96364, -2.31129], [-4.57118, -0.43935, -1.09176], [-2.96020, -2.17335, -0.57629], [1.39560, -1.47705, 1.84752], [2.07296, 0.16128, 1.91276], [3.75365, -1.35445, 0.99978], [2.61221, -1.95270, -0.22505]], "mulliken_charge": [-0.816, -0.450, -0.771, -0.108, -0.017, -0.668, 0.038, -0.754, -1.403, 0.263, 1.308, -0.587, -0.783, 0.832, 0.108, -1.251, -0.827, -0.199, 0.133, -0.921, -0.145, 0.000, -0.448, -0.752, 1.001, -0.476, -0.832, -0.461, -0.489, -0.810, -1.420, 0.317, 0.410, 0.004, 0.304, 0.332, 0.349, 0.329, 0.311, 0.552, 0.555, 0.340, 0.685, 0.550, 0.279, 0.369, 0.393, 0.436, 0.455, 0.413, 0.447, 0.242, 0.332, 0.318, 0.425, 0.571, 0.703, 0.364, 0.455, 0.463], "lumo_ev": 0.11, "gap_ev": 8.27, "de_lowest_kj_mol": 314.6, "charge": 0, "smiles": "CCCNC(=O)C1CCN(S(=O)(=O)c2c(C)noc2/C=C\\c2ccc(OC)cc2)CC1", "spin_multiplicity": 1}



Entry 3:
{"formula": "C5H2F2N2S", "method": "wB97M-V/def2-TZVPD", "species": ["C", "C", "C", "C", "C", "N", "N", "F", "F", "S", "H", "H"], "coordinates": [[-1.81694, 1.29334, -1.52170], [1.45334, -1.61553, 0.90354], [0.38126, -1.62288, 1.74160], [0.35008, 0.01597, 0.05054], [-0.57965, 1.91355, -1.36605], [-2.79894, 0.70426, -1.63620], [1.40315, -0.65799, -0.07017], [-0.40765, 2.93002, -0.53379], [0.27370, 1.96312, -2.37908], [-0.74193, -0.37949, 1.30476], [2.29968, -2.27459, 0.93529], [0.18391, -2.26978, 2.57128]], "mulliken_charge": [0.324, -0.506, -0.181, 0.327, 0.459, -0.313, -0.435, -0.195, -0.198, -0.074, 0.399, 0.394], "lumo_ev": [-1.32, -1.18], "gap_ev": [8.08, 8.37], "charge": 0, "spin_multiplicity": 1}



Entry 4:
{"formula": "C55H41AsBrF4N2OP2PdSe", "method": "wB97M-V/def2-TZVPD", "species": ["Pd", "N", "C", "C", "C", "C", "C", "C", "P", "C", "C", "C", "C", "C", "C", "C", "C", "C", "C", "C", "C", "H", "H", "H", "H", "H", "H", "H", "H", "H", "H", "H", "H", "H", "H", "H", "H", "F", "C", "C", "F", "C", "F", "C", "P", "C", "C", "C", "C", "C", "C", "C", "C", "C", "C", "C", "C", "C", "Br", "C", "F", "H", "H", "H", "H", "H", "H", "H", "H", "H", "H", "Se", "C", "N", "O", "As", "C", "C", "C", "C", "C", "C", "C", "C", "C", "C", "C", "C", "C", "C", "C", "C", "C", "C", "H", "H", "H", "H", "H", "H", "H", "H", "H", "H", "H", "H", "H", "H", "H"], "coordinates": [[0.04132, 0.27173, 0.65910], [0.52612, 2.61596, 1.71114], [1.67222, 2.50784, 2.58112], [1.90693, 3.49889, 3.52543], [2.98671, 3.42436, 4.38829], [3.84852, 2.34012, 4.31747], [3.61408, 1.33756, 3.39504], [2.53315, 1.40113, 2.50710], [2.21900, 0.00820, 1.37729], [3.14568, -1.42454, 1.96679], [2.53508, -2.56358, 2.48041], [3.30382, -3.63345, 2.92033], [4.68544, -3.57655, 2.84312], [5.30496, -2.45115, 2.31124], [4.54480, -1.38229, 1.87174], [2.92939, 0.35116, -0.24306], [3.61315, -0.54364, -0.96397], [3.92083, -0.32947, -2.37635], [3.64359, 0.83185, -2.97094], [3.06219, 1.97087, -2.20073], [2.35053, 1.57666, -0.90149], [-0.22766, 3.08007, 2.20943], [0.73554, 3.20428, 0.90901], [1.23277, 4.34586, 3.57472], [3.15465, 4.21135, 5.11131], [4.69433, 2.26683, 4.98722], [4.27068, 0.48244, 3.39285], [1.46133, -2.63633, 2.52814], [2.81560, -4.51228, 3.31965], [5.28357, -4.40885, 3.18892], [6.38309, -2.40764, 2.23540], [5.04378, -0.52282, 1.44159], [3.93179, -1.47628, -0.51741], [4.39906, -1.12995, -2.92464], [3.88790, 1.00248, -4.01238], [3.82546, 2.72244, -1.99943], [2.38466, 2.43412, -0.22090], [-6.78809, 0.13702, 2.15670], [-5.48611, -0.00815, 2.24219], [-4.90940, -0.51033, 3.39855], [-5.66588, -0.84454, 4.42078], [-3.53143, -0.66016, 3.46983], [-3.02658, -1.15060, 4.59506], [-2.69378, -0.31033, 2.41528], [-0.89216, -0.61331, 2.52089], [-0.79585, -2.39975, 2.69831], [-0.84166, -3.16367, 1.53037], [-0.81314, -4.54547, 1.60860], [-0.72991, -5.16718, 2.84890], [-0.68265, -4.40867, 4.01080], [-0.72143, -3.02363, 3.94303], [-0.38293, 0.22927, 4.02302], [0.78328, -0.14757, 4.68663], [1.20043, 0.55895, 5.80395], [0.46357, 1.64446, 6.25780], [-0.68952, 2.03383, 5.58925], [-1.10954, 1.33397, 4.47043], [-3.30804, 0.18234, 1.27459], [-2.27894, 0.66709, -0.23816], [-4.67282, 0.33785, 1.17183], [-5.22056, 0.81428, 0.05844], [-0.88429, -2.67355, 0.56261], [-0.84702, -5.14276, 0.70692], [-0.69986, -6.24695, 2.91003], [-0.62082, -4.89561, 4.97462], [-0.68802, -2.44091, 4.85297], [1.36884, -0.99266, 4.34458], [2.09837, 0.25570, 6.32556], [0.78495, 2.18502, 7.13818], [-1.26760, 2.87564, 5.94645], [-2.01678, 1.64049, 3.96264], [1.64810, 2.84696, -3.25386], [0.46647, 1.78446, -2.20959], [0.92106, 1.25989, -1.13707], [-0.82684, 1.69565, -2.55003], [-1.45422, 0.84023, -4.03180], [-3.14371, 1.62456, -4.28723], [-3.69856, 1.51724, -5.56263], [-4.97458, 2.01335, -5.78057], [-5.67429, 2.61025, -4.74069], [-5.10887, 2.71770, -3.47427], [-3.83971, 2.21965, -3.23622], [-0.31132, 1.15205, -5.48909], [0.54970, 0.14914, -5.93210], [1.38708, 0.41557, -7.00380], [1.35862, 1.66356, -7.61432], [0.48885, 2.65546, -7.17126], [-0.35451, 2.40577, -6.10400], [-1.50411, -0.94715, -3.42263], [-2.72264, -1.61864, -3.43807], [-2.77519, -2.92604, -2.97576], [-1.62305, -3.54056, -2.50587], [-0.40946, -2.85881, -2.48834], [-0.34188, -1.55239, -2.94094], [-3.15089, 1.06006, -6.37823], [-5.41739, 1.93826, -6.76408], [-6.66682, 3.00175, -4.91875], [-5.65810, 3.19488, -2.67435], [-3.39658, 2.31970, -2.25477], [0.55344, -0.83043, -5.47202], [2.04928, -0.35515, -7.37415], [2.00958, 1.86204, -8.45548], [0.46469, 3.61746, -7.66454], [-1.03768, 3.17372, -5.76023], [-3.61857, -1.13685, -3.81115], [-3.71163, -3.46664, -2.99716], [-1.66772, -4.56669, -2.16459], [0.48673, -3.35263, -2.13546], [0.60603, -1.02485, -2.92912]], "mulliken_charge": [-0.034, -0.261, -0.067, -0.614, -0.760, -0.987, -0.838, 0.401, 2.864, 0.327, -0.136, -0.775, -0.814, -0.891, -0.841, 0.501, -0.168, -1.011, -0.626, -0.648, -1.437, 0.446, 0.271, 0.501, 0.471, 0.510, 0.421, 0.345, 0.524, 0.456, 0.465, 0.640, 0.491, 0.524, 0.598, 0.633, 0.280, -0.254, 0.366, 0.257, -0.251, 0.474, -0.333, -0.505, 0.762, 0.204, -0.140, -0.564, -0.758, -0.941, 0.065, 0.772, 0.152, -0.803, -0.951, -0.941, -1.076, -0.249, 0.634, 0.365, -0.237, 0.226, 0.493, 0.465, 0.497, 0.473, 0.355, 0.536, 0.490, 0.498, 0.564, 0.186, -1.115, 1.528, -0.274, 2.206, 0.091, -0.680, -0.774, -0.546, -0.882, -0.098, 0.119, -0.263, -0.823, -0.508, -0.811, -0.438, 0.409, -0.398, -1.011, -0.556, -1.073, 0.218, 0.501, 0.448, 0.432, 0.478, 0.485, 0.457, 0.482, 0.463, 0.460, 0.539, 0.494, 0.485, 0.497, 0.501, 0.364], "lumo_ev": -8.18, "gap_ev": 7.36, "de_lowest_kj_mol": 0.0, "charge": 3, "spin_multiplicity": 1}



Entry 5:
{"formula": "C12H16N2", "method": "wB97M-V/def2-TZVPD", "species": ["C", "C", "N", "C", "C", "C", "C", "C", "C", "N", "C", "C", "C", "C", "H", "H", "H", "H", "H", "H", "H", "H", "H", "H", "H", "H", "H", "H", "H", "H"], "coordinates": [[1.10485, 0.75692, 3.03189], [0.51984, -0.43334, 2.31023], [0.17371, -0.52782, 1.08355], [-0.46844, -1.60336, 0.42431], [-0.77752, -2.89522, 0.87988], [-1.49321, -3.65843, -0.09063], [-1.92917, -3.13702, -1.31897], [-1.58522, -1.84857, -1.72246], [-0.84752, -1.10164, -0.78859], [-0.53030, 0.23342, -0.96723], [-1.01132, 0.96615, -1.88921], [-0.74213, 2.37082, -2.20895], [0.24201, 0.62053, 0.17971], [1.68231, 0.77820, -0.26323], [1.97628, 0.38901, 3.75523], [1.18951, 1.59229, 2.31113], [0.35875, 0.99605, 3.77257], [0.05723, -1.17609, 2.87814], [-0.51978, -3.19306, 1.96932], [-1.98230, -4.50560, 0.27521], [-2.57544, -3.59638, -2.01272], [-1.82540, -1.37030, -2.70723], [-1.77178, 0.43651, -2.51958], [-1.62654, 3.01595, -2.53706], [-0.31567, 2.90226, -1.38048], [0.11595, 2.56096, -2.84890], [-0.11993, 1.55939, 0.76176], [1.96320, -0.27041, -0.48889], [2.24312, 1.18074, 0.57940], [1.85903, 1.30462, -1.22659]], "mulliken_charge": [-1.105, 0.410, 0.249, 0.935, -0.764, -0.716, -0.727, -0.766, 0.800, 0.318, 0.629, -1.414, -0.982, -0.963, 0.378, 0.273, 0.393, 0.401, 0.282, 0.434, 0.473, 0.324, 0.316, 0.364, 0.357, 0.373, 0.564, 0.430, 0.401, 0.335], "lumo_ev": -8.38, "gap_ev": 8.53, "de_lowest_kj_mol": 0.0, "charge": 2, "smiles": "C/C=[N+]1/c2ccccc2/[N+](=C/C)C1C", "spin_multiplicity": 1}



| no. | E (eV) |
| --- | --- |
| 1 | -43934.022 |
| 2 | -48826.191 |
| 3 | -24463.104 |
| 4 | -291860.108 |
| 5 | -15665.023 |